1.
This record from the OMol25 dataset describes a molecular structure, C5H6F5I in a non-equilibrium geometry. The level of theory is wB97M-V/def2-TZVPD.

## Properties
Energy: -991.07969 Ha
Max |F|: 4.7 eV/A
HOMO energy: -10.0 eV
LUMO: -0.21 eV
Kohn-Sham gap: 9.830 eV

Structure (XYZ):
```
17
Properties=species:S:1:pos:R:3:forces:R:3:mulliken_charge:R:1
C 0.2807 1.7672 -0.1571 -2.34 -0.19 -0.98 -1.515
C -0.9864 0.1914 1.4410 -2.39 0.29 -0.91 -1.243
C -0.7527 0.6654 -0.0573 1.54 -2.61 -0.81 1.043
C -0.0894 -0.9561 -0.9755 -3.25 2.87 1.91 0.385
C 1.2735 -1.2981 -0.5112 0.72 -1.38 0.38 0.326
F -1.8956 0.9242 -0.8345 1.23 -0.27 1.41 -0.335
F -0.2756 -0.9128 -2.2785 0.84 0.67 -0.86 -0.271
F -0.9915 -1.8476 -0.5529 -0.14 -0.96 0.67 -0.257
F 2.1619 -0.4925 -1.0506 0.64 0.53 -0.52 -0.211
F 1.3209 -1.1262 0.8241 0.16 -0.19 0.03 -0.205
I 1.8369 -3.4046 -0.9143 -0.20 0.72 0.04 0.041
H 0.4527 2.1057 -1.1738 0.83 -0.67 -0.21 0.327
H 1.0601 1.5531 0.5176 1.37 -0.16 0.15 0.385
H -0.2365 2.6138 0.2067 -0.58 1.22 0.98 0.490
H -1.2688 -0.8880 1.3942 -0.15 1.07 0.42 0.349
H -0.1428 0.2816 2.0851 1.12 0.06 -0.20 0.334
H -1.7474 0.8233 2.0370 0.60 -1.00 -1.50 0.357
```
Positions in Å, forces in eV/Å.

=====

2.
This record from the OMol25 dataset describes a molecular structure, C5H6F5N2O5PTl in a non-equilibrium geometry. The level of theory is wB97M-V/def2-TZVPD.

## Properties
Energy: -1691.44537 Ha
Max |F|: 4.4 eV/A
HOMO energy: -22.4 eV
Net charge: +3
LUMO: -18.90 eV
Kohn-Sham gap: 3.454 eV

Structure (XYZ):
```
25
Properties=species:S:1:pos:R:3:forces:R:3:mulliken_charge:R:1
C -2.6411 -0.5936 0.9227 0.67 -0.87 0.19 -0.929
C -1.9635 -0.7828 -0.4465 -1.38 -0.18 0.12 -0.127
O -0.6856 -1.4337 -0.3451 0.62 0.67 -0.90 -0.274
P 0.6417 -0.4953 -0.3855 -0.85 -0.22 3.93 1.294
O 1.9738 -1.2600 -0.4012 0.38 -0.32 -0.74 -0.540
O 0.4637 -0.6989 -2.1563 0.05 -0.56 0.39 -0.271
C 1.2928 -1.3284 -2.8140 -0.89 0.91 -0.58 0.503
N 1.9983 -1.7437 -3.6727 0.95 -0.77 -0.59 0.054
O 0.5686 -0.2868 1.3071 0.32 1.69 -1.71 -0.536
N 0.2600 -1.6239 2.0205 -0.77 -1.53 0.29 0.411
O 0.9254 -1.8191 2.8824 0.33 0.20 0.49 -0.033
C 0.6698 1.4653 -0.5594 -0.01 1.23 -1.10 0.580
F -0.5009 2.0526 -0.1525 0.71 -1.06 -0.43 -0.192
F 0.7846 1.7668 -1.8315 0.03 -0.17 -0.29 -0.208
C 1.9062 2.1451 0.2199 -0.08 0.31 -0.06 0.803
F 2.7426 1.2251 0.6511 0.23 -0.48 0.33 -0.218
F 2.5095 2.9231 -0.6156 0.23 0.29 -0.52 -0.172
F 1.4075 2.8519 1.2036 -0.19 -0.15 0.65 -0.202
H -2.0672 0.1139 1.5772 -0.50 -2.68 -1.02 0.049
H -3.6739 -0.2928 0.7965 -0.23 0.28 -0.18 0.526
H -2.6564 -1.5247 1.4755 -0.07 -0.34 0.09 0.412
H -2.6256 -1.4831 -0.9513 0.08 -0.32 -0.27 0.389
H -1.9334 0.1157 -1.0533 0.30 0.32 0.00 0.373
H 2.4933 -1.1669 0.4174 0.40 -0.13 -0.10 0.440
Tl -1.8898 1.8741 1.9110 -0.32 3.88 2.02 0.870
```
Positions in Å, forces in eV/Å.

=====

3.
This record from the OMol25 dataset describes a molecular structure, C5H6FIN2 in a non-equilibrium geometry. The level of theory is wB97M-V/def2-TZVPD.

## Properties
Energy: -701.05936 Ha
Max |F|: 6.0 eV/A
HOMO energy: -8.5 eV
LUMO: 0.38 eV
Kohn-Sham gap: 8.866 eV

Structure (XYZ):
```
15
Properties=species:S:1:pos:R:3:forces:R:3:mulliken_charge:R:1
C 1.7214 -0.3694 0.9221 1.27 -0.40 0.03 -0.343
C 0.4971 0.1423 0.2717 1.06 -2.11 0.52 0.764
C -0.6146 -0.5592 0.4868 -3.71 2.88 -2.60 -0.283
C -2.1852 0.1643 -0.4451 4.06 -2.23 3.79 0.262
C 0.8465 1.1430 -0.7576 -3.35 2.73 0.25 -1.178
N 1.7891 -1.4546 1.5347 -1.75 -1.15 0.79 -0.491
N -2.4756 -0.2912 -1.5195 -0.72 -0.72 -3.00 -0.448
F -2.9259 0.8722 0.3689 -0.45 0.90 0.64 -0.228
I -1.0963 -2.3092 1.4350 -0.25 0.25 0.02 0.143
H 2.6530 0.1498 0.7651 0.23 1.05 -0.15 0.324
H 1.7210 1.7265 -0.4705 -0.17 0.02 -0.17 0.413
H -0.0856 1.8371 -0.9204 1.78 -0.75 0.50 0.260
H 0.9230 0.7507 -1.7377 0.60 -0.88 -0.87 0.314
H 2.6085 -1.7524 2.0175 1.06 0.33 -0.18 0.222
H -3.3764 -0.0499 -1.9509 0.33 0.09 0.44 0.270
```
Positions in Å, forces in eV/Å.